i | DFT (ωB97M-V with the def2-TZVPD basis set) results for one molecule with the formula C3H6N2O.

Values from the calculation:
**SMILES**: [O-][N+]1=NCCC1
**Spin multiplicity**: 1
**HOMO-LUMO gap**: 10.43 eV
**Charge**: 0

Element x y z (Å)
O1 1.703 1.844 -1.823
N1 0.908 1.102 -1.333
N2 -0.003 0.526 -1.928
C1 -0.820 -0.197 -0.874
C2 0.060 -0.405 0.285
C3 0.847 0.849 0.163
H1 -1.244 -1.150 -1.285
H2 -1.647 0.530 -0.812
H3 -0.579 -0.656 1.218
H4 0.717 -1.313 0.098
H5 0.330 1.731 0.433
H6 1.887 0.955 0.599

=====

ii | DFT (ωB97M-V with the def2-TZVPD basis set) results for a 2-piece molecular cluster, C3H6N2O overall.

Values from the calculation:
**SMILES**: N=C=N.CC=O
**Spin multiplicity**: 1
**HOMO-LUMO gap**: 11.02 eV
**Charge**: 0

Element x y z (Å)
N1 0.509 0.799 -1.814
C1 0.283 1.852 -1.228
N2 0.201 2.901 -0.596
H1 -0.147 0.051 -1.584
H2 -0.389 3.629 -0.979
C2 0.577 -1.409 0.936
C3 -0.901 -1.172 0.819
O1 -1.445 -0.687 -0.150
H3 1.125 -0.850 0.174
H4 0.767 -2.481 0.802
H5 0.934 -1.139 1.935
H6 -1.514 -1.495 1.684

=====

Quick look at relative energies in kJ/mol: i 204.3; ii 0.0.

=====

i | DFT (ωB97M-V with the def2-TZVPD basis set) results for a 2-piece molecular cluster, C3H6N2O overall.

Values from the calculation:
**SMILES**: O=C=C1CN1.N
**Spin multiplicity**: 1
**HOMO-LUMO gap**: 8.86 eV
**Charge**: 0

Element x y z (Å)
O1 1.032 2.173 -0.286
C1 0.416 1.176 -0.194
C2 -0.625 0.357 -0.088
C3 -1.769 0.015 -0.920
N1 -0.847 -1.031 -0.416
H1 -1.737 0.179 -1.995
H2 -2.760 0.077 -0.469
H3 -1.298 -1.510 0.363
N2 1.767 -0.190 0.949
H4 2.434 0.371 1.469
H5 2.258 -0.890 0.405
H6 1.143 -0.656 1.598

=====

ii | DFT (ωB97M-V with the def2-TZVPD basis set) results for a 2-piece molecular cluster, C3H6N2O overall.

Values from the calculation:
**SMILES**: N#CC=O.CN
**Spin multiplicity**: 1
**HOMO-LUMO gap**: 7.91 eV
**Charge**: 0

Element x y z (Å)
N1 -0.412 -1.511 -1.688
C1 -0.086 -1.462 -0.577
C2 0.428 -1.857 0.748
O1 0.325 -1.251 1.779
H1 0.910 -2.841 0.656
C3 0.287 1.639 -0.131
N2 -0.955 0.902 -0.136
H2 1.149 1.134 -0.602
H3 0.573 1.884 0.896
H4 0.120 2.576 -0.669
H5 -1.197 0.406 0.705
H6 -1.141 0.382 -0.980

=====

Quick look at relative energies in kJ/mol: i 94.6; ii 0.0.

=====

i | DFT (ωB97M-V with the def2-TZVPD basis set) results for one molecule with the formula C3H5N3S.

Values from the calculation:
**SMILES**: Nc1ccnn1S
**Spin multiplicity**: 1
**HOMO-LUMO gap**: 9.04 eV
**Charge**: 0

Element x y z (Å)
N1 -0.090 2.062 -0.095
C1 -0.583 0.784 -0.007
C2 -1.883 0.293 0.026
C3 -1.727 -1.101 0.021
N2 -0.481 -1.499 -0.026
N3 0.228 -0.314 -0.041
S1 1.908 -0.315 -0.062
H1 -0.680 2.765 0.367
H2 0.905 2.168 0.206
H3 -2.818 0.904 0.066
H4 -2.503 -1.850 0.024
H5 2.128 -0.540 1.224

=====

ii | DFT (ωB97M-V with the def2-TZVPD basis set) results for C3H5N3S as an isolated structure.

Values from the calculation:
**Spin multiplicity**: 1
**HOMO-LUMO gap**: 8.61 eV
**Charge**: 0

Element x y z (Å)
C1 -1.009 1.536 -0.048
C2 0.836 -0.034 0.485
C3 2.157 -0.413 -0.003
H1 -1.435 1.679 1.155
H2 -1.154 2.719 -0.930
H3 -1.539 0.536 -0.842
H4 0.393 -1.790 1.436
H5 -0.568 -1.949 -1.411
N1 0.296 0.997 -0.025
N2 -0.007 -1.130 0.865
N3 3.286 -0.675 -0.423
S1 -1.258 -1.476 -0.259

=====

Quick look at relative energies in kJ/mol: i 0.0; ii 477.3.

=====

i | DFT (ωB97M-V with the def2-TZVPD basis set) results for a 2-piece molecular cluster, C3H9OS overall.

Values from the calculation:
**Spin multiplicity**: 1
**HOMO-LUMO gap**: 6.53 eV
**Charge**: -1

Element x y z (Å)
C1 -2.113 -0.933 0.036
S1 -1.711 0.830 0.362
H1 -3.193 -0.997 -0.059
H2 -1.671 -1.345 -0.869
H3 -1.789 -1.542 0.888
C2 1.467 -0.039 -0.703
O1 1.542 0.792 0.440
C3 2.411 -1.192 -0.509
H4 0.436 -0.366 -0.856
H5 1.677 0.624 -1.546
H6 0.667 1.175 0.660
H7 2.053 -1.995 0.133
H8 2.682 -1.639 -1.462
H9 3.353 -0.814 -0.103

=====

ii | DFT (ωB97M-V with the def2-TZVPD basis set) results for a 2-piece molecular cluster, C3H9OS overall.

Values from the calculation:
**Spin multiplicity**: 1
**HOMO-LUMO gap**: 4.68 eV
**Charge**: -1

Element x y z (Å)
C1 1.566 -1.441 -1.548
O1 0.665 -1.553 -0.465
H1 0.950 -1.510 -2.456
H2 2.244 -0.584 -1.570
H3 2.207 -2.337 -1.492
C2 -1.254 0.708 2.274
S1 -1.362 0.262 0.477
C3 -0.799 1.557 -0.595
H4 -0.279 1.200 2.338
H5 -1.288 -0.239 2.825
H6 -2.108 1.282 2.633
H7 0.027 2.250 -0.383
H8 -0.013 -0.804 -0.410
H9 -0.557 1.209 -1.626

=====

iii | DFT (ωB97M-V with the def2-TZVPD basis set) results for a 2-piece molecular cluster, C3H9OS overall.

Values from the calculation:
**Spin multiplicity**: 1
**HOMO-LUMO gap**: 6.70 eV
**Charge**: -1

Element x y z (Å)
C1 2.467 -0.325 1.262
O1 1.545 -0.899 0.368
H1 2.273 -0.562 2.318
H2 2.588 0.760 1.128
H3 3.487 -0.688 1.074
C2 -1.583 0.631 -1.560
C3 -1.711 -0.232 -0.311
S1 -1.201 0.722 1.205
H4 -2.496 1.225 -1.716
H5 -0.795 1.374 -1.400
H6 -1.323 0.109 -2.486
H7 -1.198 -1.176 -0.515
H8 -2.755 -0.439 -0.073
H9 0.703 -0.500 0.705

=====

Quick look at relative energies in kJ/mol: i 0.0; ii 314.2; iii 13.3.

=====

i | DFT (ωB97M-V with the def2-TZVPD basis set) results for a 2-piece molecular cluster, C3H9OS overall.

Values from the calculation:
**Spin multiplicity**: 1
**HOMO-LUMO gap**: 6.28 eV
**Charge**: -1

Element x y z (Å)
C1 1.404 -1.739 0.555
O1 1.247 -0.636 -0.263
H1 1.228 -2.663 0.014
H2 2.384 -1.995 0.951
H3 0.679 -1.498 1.397
C2 -0.299 2.301 -0.548
S1 -1.584 1.036 -1.210
C3 -1.316 -0.367 -0.113
H4 -0.238 3.350 -1.059
H5 0.768 1.795 -0.527
H6 -0.659 2.344 0.585
H7 -1.900 -1.232 -0.458
H8 -0.101 -0.567 -0.319
H9 -1.612 -0.129 0.995

=====

ii | DFT (ωB97M-V with the def2-TZVPD basis set) results for a 2-piece molecular cluster, C3H9OS overall.

Values from the calculation:
**Spin multiplicity**: 1
**HOMO-LUMO gap**: 5.94 eV
**Charge**: -1

Element x y z (Å)
C1 1.844 -2.147 1.380
O1 0.865 -1.236 1.225
H1 1.487 -3.124 0.933
H2 2.832 -1.838 0.998
H3 2.144 -2.545 2.430
C2 0.056 -0.041 -1.646
S1 -1.224 1.082 -0.923
C3 -0.600 1.507 0.761
H4 -0.489 -0.962 -1.921
H5 0.643 -0.638 -0.900
H6 0.578 0.344 -2.515
H7 0.034 2.393 0.764
H8 -1.552 1.874 1.179
H9 -0.261 0.672 1.407

=====

iii | DFT (ωB97M-V with the def2-TZVPD basis set) results for a 2-piece molecular cluster, C3H9OS overall.

Values from the calculation:
**Spin multiplicity**: 1
**HOMO-LUMO gap**: 6.96 eV
**Charge**: -1

Element x y z (Å)
C1 -0.137 -1.345 1.818
C2 0.767 -1.143 0.605
C3 0.165 -0.117 -0.555
S1 -0.195 1.573 0.187
H1 0.175 -0.695 2.677
H2 -1.196 -0.999 1.811
H3 -0.300 -2.437 2.044
H4 1.051 -2.239 0.351
H5 1.674 -0.667 0.944
H6 1.046 -0.291 -1.212
H7 -0.702 -0.439 -1.057
H8 -0.152 2.615 -2.282
H9 -1.470 3.191 -2.348
O1 -0.726 2.993 -2.983

=====

iv | DFT (ωB97M-V with the def2-TZVPD basis set) results for a 2-piece molecular cluster, C3H9OS overall.

Values from the calculation:
**Spin multiplicity**: 1
**HOMO-LUMO gap**: 6.31 eV
**Charge**: -1

Element x y z (Å)
C1 0.030 -0.525 2.759
S1 -0.421 -1.832 1.437
H1 0.473 0.284 2.227
H2 -1.014 -0.267 3.107
H3 0.625 -0.882 3.608
C2 -0.189 0.058 -1.980
O1 -1.547 0.506 -1.964
C3 0.845 0.636 -0.947
H4 -0.273 -1.039 -1.854
H5 0.268 0.311 -2.937
H6 -2.018 0.263 -1.169
H7 1.104 -0.019 -0.094
H8 1.753 0.814 -1.504
H9 0.363 1.693 -0.688

=====

Quick look at relative energies in kJ/mol: i 207.0; ii 137.4; iii 0.0; iv 32.0.

=====

i | DFT (ωB97M-V with the def2-TZVPD basis set) results for one molecule with the formula C5H7NS.

Values from the calculation:
**SMILES**: C1[C@@H]2S[C@@H]2[C@H]2CN12
**Spin multiplicity**: 1
**HOMO-LUMO gap**: 9.79 eV
**Charge**: 0

Element x y z (Å)
C1 0.042 1.301 -0.339
C2 1.137 0.596 0.464
S1 2.397 -0.265 -0.507
C3 0.923 -0.861 0.351
C4 -0.302 -1.047 -0.512
C5 -1.547 -0.509 0.074
N1 -0.817 0.262 -0.924
H1 -0.542 1.961 0.322
H2 0.466 1.915 -1.134
H3 1.476 1.055 1.401
H4 1.078 -1.531 1.171
H5 -0.287 -1.829 -1.242
H6 -1.512 -0.173 1.113
H7 -2.511 -0.874 -0.238

=====

ii | DFT (ωB97M-V with the def2-TZVPD basis set) results for C5H7NS as an isolated structure.

Values from the calculation:
**Spin multiplicity**: 1
**HOMO-LUMO gap**: 9.18 eV
**Charge**: 0

Element x y z (Å)
C1 0.936 0.618 -0.589
C2 -0.597 -0.400 0.304
C3 1.225 0.497 -1.863
C4 0.477 0.617 2.078
C5 -1.554 -1.121 -0.519
N1 -0.493 -0.187 1.509
S1 1.563 1.461 0.745
H1 2.040 1.045 -2.315
H2 0.653 -0.133 -2.526
H3 0.028 1.424 2.658
H4 1.148 0.035 2.710
H5 -1.091 -1.452 -1.446
H6 -2.362 -0.431 -0.764
H7 -1.973 -1.974 0.018

=====

iii | DFT (ωB97M-V with the def2-TZVPD basis set) results for one molecule with the formula C5H7NS.

Values from the calculation:
**SMILES**: Cc1cc(S)c[nH]1
**Spin multiplicity**: 1
**HOMO-LUMO gap**: 8.60 eV
**Charge**: 0

Element x y z (Å)
C1 -1.476 -1.291 -1.090
C2 -0.457 -0.405 -0.485
C3 -0.440 0.967 -0.305
C4 0.664 1.255 0.545
S1 1.210 2.873 0.999
C5 1.188 0.055 0.961
N1 0.530 -0.950 0.263
H1 -1.891 -1.917 -0.313
H2 -0.949 -1.959 -1.771
H3 -2.294 -0.757 -1.695
H4 -1.112 1.673 -0.822
H5 2.281 2.511 1.700
H6 2.055 -0.103 1.586
H7 0.692 -1.953 0.426

=====

Quick look at relative energies in kJ/mol: i 124.8; ii 195.3; iii 0.0.